(P)
A cluster of 2 separate species, C2H9OS in total, computed with ωB97M-V/def2-TZVPD.

Structure (XYZ):
```
13
Properties=species:S:1:pos:R:3:lowdin_charge:R:1
H -1.06399 2.32468 1.57199 0.08
H 0.29506 -4.08263 -0.92472 0.03
C -0.30463 1.52199 1.56614 -0.27
H -0.81103 0.89667 -2.22693 0.07
H -0.61649 0.96049 2.46484 0.06
H 0.78250 -0.18801 0.04972 0.08
C -0.51358 1.32410 -1.27960 -0.29
H -0.89776 2.29939 -1.01343 0.06
S -0.55399 0.29906 0.21812 1.06
H 1.45621 -4.75889 -0.27468 0.04
O 1.01654 -3.90357 -0.31290 -0.07
H 0.69774 1.86598 1.83674 0.08
H 0.51341 1.44072 -1.67528 0.08
```

Computed properties:
Kohn-Sham gap = 10.2192 eV
Charge = +1
E_HOMO = -14.447 eV
LUMO level = -4.227 eV


(Q)
A cluster of 2 separate species, C2H9OS in total, computed with ωB97M-V/def2-TZVPD.

Structure (XYZ):
```
13
Properties=species:S:1:pos:R:3:lowdin_charge:R:1
H 0.18562 2.37571 -0.73910 0.07
H 1.87112 1.89140 -0.42116 0.07
H 2.09202 -0.72171 0.58708 0.07
O -2.28239 -0.95787 0.19818 -0.07
H -2.81913 -1.12459 -0.59125 0.07
C 1.07473 -1.02965 0.36676 -0.26
H 0.65506 1.59890 0.81757 0.07
H 1.15775 -2.05517 0.04170 0.07
H -2.95160 -0.48736 0.71956 0.07
H -0.75293 -0.36012 -0.91533 -0.02
C 0.83088 1.65747 -0.25162 -0.26
S 0.53942 0.04763 -0.99434 1.06
H 0.39945 -0.83464 1.18195 0.06
```

Computed properties:
Kohn-Sham gap = 12.5993 eV
Charge = +1
E_HOMO = -16.048 eV
LUMO level = -3.449 eV


(Q) is the most stable structure shown above.